(1)
Density functional theory data (ωB97M-V/def2-TZVPD) for a molecular structure, C3H6GaO3 at a distorted geometry.

The geometry in XYZ format:
```
13
C3H6GaO3, DFT ωB97M-V/def2-TZVPD
C 1.586 -0.107 -0.766
O 0.277 0.171 -0.268
C -0.315 -0.865 0.473
C -1.697 -0.446 0.836
O -2.128 0.650 0.513
H 1.913 0.783 -1.312
H 2.273 -0.312 0.065
H 1.542 -0.970 -1.443
H 0.257 -1.058 1.411
H -2.355 -1.203 1.294
Ga -0.704 1.770 -0.340
O -0.278 3.390 -0.357
H -0.371 -1.803 -0.108
```

The relative energy (zero: lowest compared OMol25 entry of this formula, charge and spin) is 22.9 kcal per mole. The net charge is +1. The calculation puts the highest occupied orbital energy at -13.7 eV. The frontier orbital gap comes out at 0.291 Eh.

Charges in e, computed with Mulliken, in the same order as the atoms: -0.572, 0.035, -0.339, 0.077, -0.246, 0.284, 0.309, 0.309, 0.359, 0.412, 0.390, -0.408, 0.389



(2)
Density functional theory data (ωB97M-V/def2-TZVPD) for C6H9N3O in the gas phase at a distorted geometry.

The geometry in XYZ format:
```
19
C6H9N3O, DFT ωB97M-V/def2-TZVPD
C 3.027 -0.510 -0.285
C 1.791 -0.450 0.408
O 1.498 -0.017 1.482
N 0.696 -0.911 -0.459
C -0.556 -0.781 -0.091
N -1.484 -1.757 0.176
C -2.665 -1.226 0.379
C -2.660 0.159 0.259
N -1.338 0.409 -0.057
C -0.728 1.739 -0.149
H 3.734 0.059 0.645
H 3.238 -1.524 -0.549
H 3.114 0.265 -0.923
H 1.013 -0.805 -1.403
H -3.671 -1.790 0.563
H -3.487 0.843 0.154
H -1.596 2.472 -0.299
H -0.009 2.067 0.902
H 0.084 1.757 -0.755
```

The relative energy (zero: lowest compared OMol25 entry of this formula, charge and spin) is 66.4 kcal per mole. The net charge is 0. As for the SMILES: CC(=O)Nc1nccn1C. The calculation puts the highest occupied orbital energy at -8.4 eV. The frontier orbital gap comes out at 0.326 Eh.

Charges in e, computed with Mulliken, in the same order as the atoms: -1.273, 0.722, -0.541, -0.192, 0.157, -0.698, -0.232, -0.143, 0.225, -0.847, 0.278, 0.338, 0.452, 0.294, 0.287, 0.325, 0.290, 0.193, 0.364



(3)
Density functional theory data (ωB97M-V/def2-TZVPD) for C5H7N in the gas phase.

The geometry in XYZ format:
```
13
C5H7N, DFT ωB97M-V/def2-TZVPD
C -0.560 0.256 1.247
C -1.108 -0.683 0.473
C -0.270 -0.953 -0.744
N 0.172 -0.004 -1.786
C 0.928 -0.101 -0.552
C 0.598 0.922 0.530
H -0.876 0.530 2.248
H -1.937 -1.327 0.749
H -0.200 -1.977 -1.099
H -0.347 0.871 -1.803
H 1.893 -0.587 -0.477
H 1.464 1.191 1.139
H 0.243 1.862 0.074
```

The relative energy (zero: lowest compared OMol25 entry of this formula, charge and spin) is 47.9 kcal per mole. The net charge is 0. As for the SMILES: C1=C[C@H]2N[C@H]2C1. The calculation puts the highest occupied orbital energy at -8.8 eV. The frontier orbital gap comes out at 0.365 Eh.

Charges in e, computed with Mulliken, in the same order as the atoms: -0.256, -0.554, -0.193, -0.640, 0.053, -0.789, 0.386, 0.391, 0.393, 0.288, 0.361, 0.339, 0.219



(4)
Density functional theory data (ωB97M-V/def2-TZVPD) for a molecular structure, C5H7N4 at a distorted geometry.

The geometry in XYZ format:
```
16
C5H7N4, DFT ωB97M-V/def2-TZVPD
C -1.746 -2.233 0.786
C -0.647 -1.870 1.458
C -1.631 -1.419 -0.279
C 0.623 1.376 -0.354
C -0.108 0.358 -1.260
N 0.070 -0.922 0.773
N -0.536 -0.706 -0.370
N 0.067 1.726 0.737
N 1.903 1.727 -0.695
H -2.458 -3.054 1.059
H -0.375 -2.320 2.533
H -0.980 0.832 -1.737
H 0.427 0.078 -2.157
H 0.686 2.394 1.224
H 2.325 1.649 -1.674
H 2.379 2.384 -0.042
```

The relative energy (zero: lowest compared OMol25 entry of this formula, charge and spin) is 28.8 kcal per mole. Its expectation value of S² is 2.02. The net charge is +1. The calculation puts the highest occupied orbital energy (alpha / beta) at -13.7 / -13.3 eV. The spin multiplicity is 3. The frontier orbital gap (alpha / beta) comes out at 0.371 / 0.191 Eh.

Charges in e, computed with Mulliken, in the same order as the atoms: -0.307, -0.134, 0.225, 0.621, -0.518, -0.515, 0.596, -0.571, -0.444, 0.366, 0.348, 0.318, 0.338, 0.222, 0.247, 0.209



(5)
Density functional theory data (ωB97M-V/def2-TZVPD) for C3H3BrS in the gas phase at a distorted geometry.

The geometry in XYZ format:
```
8
C3H3BrS, DFT ωB97M-V/def2-TZVPD
Br 0.369 -2.341 -1.689
S 0.981 -2.219 0.414
C 0.555 -0.072 0.378
C 0.523 1.273 0.490
C -0.765 0.496 0.049
H 1.113 2.076 0.482
H -1.554 0.323 0.899
H -1.222 0.464 -1.023
```

The relative energy (zero: lowest compared OMol25 entry of this formula, charge and spin) is 71.2 kcal per mole. The net charge is 0. As for the SMILES: BrSC1=CC1. The calculation puts the highest occupied orbital energy at -9.2 eV. The frontier orbital gap comes out at 0.317 Eh.

Charges in e, computed with Mulliken, in the same order as the atoms: -0.037, -0.047, -0.082, -0.252, -0.386, 0.426, 0.147, 0.231



(6)
Density functional theory data (ωB97M-V/def2-TZVPD) for 2 unconnected molecules or ions with the total composition C4H11NO2 at a distorted geometry.

The geometry in XYZ format:
```
18
C4H11NO2, DFT ωB97M-V/def2-TZVPD
C 0.887 2.158 1.419
C 0.870 1.108 0.286
N 0.993 -0.234 0.752
C 0.876 -1.441 -0.060
C -0.409 -2.272 -0.071
O 0.319 1.326 -0.815
H 1.578 2.965 1.196
H -0.163 2.395 1.620
H 1.151 1.641 2.373
H 0.380 -0.370 1.572
H 1.735 -2.087 0.177
H 1.162 -1.062 -1.057
H -1.457 -1.883 -0.093
H -0.451 -3.078 0.654
H -0.340 -2.874 -0.991
H -1.649 1.097 -2.001
H -2.880 1.623 -2.811
O -2.604 0.991 -2.149
```

The relative energy (zero: lowest compared OMol25 entry of this formula, charge and spin) is 34.9 kcal per mole. Its expectation value of S² is 0.75. The net charge is -1. The calculation puts the highest occupied orbital energy (alpha / beta) at 0.8 / -4.4 eV. The spin multiplicity is 2. The frontier orbital gap (alpha / beta) comes out at 0.123 / 0.303 Eh.

Charges in e, computed with Mulliken, in the same order as the atoms: -1.586, -0.789, 0.165, -0.802, -1.325, 0.025, 0.506, 0.281, 0.468, 0.311, 0.348, 0.198, 0.416, 0.378, 0.380, 0.338, 0.293, -0.604



(7)
Density functional theory data (ωB97M-V/def2-TZVPD) for a gas-phase ion, C3H8BrN2 (charge +1) at a distorted geometry.

The geometry in XYZ format:
```
14
C3H8BrN2, DFT ωB97M-V/def2-TZVPD
C 0.945 2.476 -0.121
N -0.071 1.522 0.174
C 0.394 0.116 0.322
Br 2.232 -0.362 -0.030
C -0.542 -0.973 0.731
N -0.365 -2.023 -0.380
H 0.856 2.896 -1.237
H 1.938 1.962 -0.215
H 0.569 3.328 0.569
H -1.514 -0.540 0.639
H -0.467 -1.322 1.752
H 0.646 -2.087 -0.427
H -0.652 -1.459 -1.188
H -0.819 -2.858 0.036
```

The relative energy (zero: lowest compared OMol25 entry of this formula, charge and spin) is 85.2 kcal per mole. The net charge is +1. As for the SMILES: C/N=C(\Br)C[NH3+]. The calculation puts the highest occupied orbital energy at -13.7 eV. The frontier orbital gap comes out at 0.342 Eh.

Charges in e, computed with Mulliken, in the same order as the atoms: -0.571, -0.244, 0.236, -0.169, -0.481, -0.235, 0.266, 0.258, 0.272, 0.307, 0.339, 0.228, 0.424, 0.369



(8)
Density functional theory data (ωB97M-V/def2-TZVPD) for 2 unconnected molecules or ions with the total composition C7H13O3S at a distorted geometry.

The geometry in XYZ format:
```
24
C7H13O3S, DFT ωB97M-V/def2-TZVPD
C -2.676 -0.537 -0.192
C -2.110 1.907 -0.193
C 0.829 -1.741 -0.652
C 2.851 -0.270 0.018
C 0.790 -0.467 1.442
C -1.886 0.681 -0.917
C 1.294 -0.435 0.087
O -3.705 -0.407 -0.807
O -2.203 -1.256 0.661
O 0.669 2.053 0.311
S 0.820 1.088 -0.849
H -1.120 2.357 -0.085
H -2.821 2.660 -0.643
H -2.395 1.613 0.885
H -0.238 -1.521 -0.777
H 1.326 -1.780 -1.681
H 0.988 -2.673 -0.151
H 3.165 -1.035 0.753
H 3.242 0.722 0.362
H 3.266 -0.293 -1.024
H 1.122 0.450 1.844
H -0.233 -0.624 1.600
H 1.282 -1.196 2.034
H -2.259 0.704 -2.028
```

The relative energy (zero: lowest compared OMol25 entry of this formula, charge and spin) is 34.0 kcal per mole. The net charge is -1. The calculation puts the highest occupied orbital energy at -3.5 eV. The frontier orbital gap comes out at 0.250 Eh.

Charges in e, computed with Mulliken, in the same order as the atoms: 0.366, -0.795, -1.315, -1.542, -1.869, 0.109, 1.528, -0.630, -0.646, -0.678, 0.167, 0.302, 0.272, 0.252, 0.293, 0.292, 0.364, 0.402, 0.351, 0.335, 0.469, 0.275, 0.523, 0.177



Number 1: calculated total energy -61716.8514 eV. Number 2: calculated total energy -12883.0654 eV. Number 3: calculated total energy -6786.4373 eV. Number 4: calculated total energy -11245.8294 eV. Number 5: calculated total energy -84032.4447 eV. Number 6: calculated total energy -9909.9267 eV. Number 7: calculated total energy -76253.6148 eV. Number 8: calculated total energy -24445.6482 eV.